{
  "formula": "C2H3NO",
  "method": "wB97M-V/def2-TZVPD",
  "lumo_energy_ha": [0.0236, -0.0116],
  "gap_ha": [0.26566, 0.42838],
  "energy_ha": -207.79061,
  "charge": 0,
  "spin_multiplicity": 3,
  "relative_energy_kcal_mol": 49.0,
  "s2": 2.00,
  "largest_force_ev_per_a": 4.36,
  "species": ["C", "C", "N", "O", "H", "H", "H"],
  "positions_angstrom": [[-2.21968, -0.08053, 0.20542], [2.05346, -0.54684, -0.14069], [-1.24268, -0.25707, 0.80411], [1.15552, 0.46697, -0.13428], [0.26948, 0.21271, 0.46297], [-2.93429, 0.26933, -0.46486], [2.91819, -0.06457, -0.73267]],
  "forces_ev_per_a": [[3.1, -0.1, 1.5], [1.0, 3.0, -1.7], [-2.4, 0.0, -0.8], [-3.1, -1.7, 2.5], [3.0, 0.8, -1.9], [-1.2, 0.1, -0.6], [-0.3, -2.0, 1.0]],
  "nbo_charge": [0.1788, 0.0567, -0.3554, -0.7490, 0.5000, 0.2374, 0.1315]
}